ORCA calculation (ωB97M-V/def2-TZVPD) on one molecule with the formula C3H6O2.

The total energy is -268.34806 Ha. The energy relative to the best compared isomer or geometry (same formula, charge and spin) is 1.5554 eV. The structure (SMILES) is O=CCCO.

Each line ends with the Mulliken charge.
Atoms and positions in Å:
1 O 2.54 0.60 -0.34  -0.492
2 O -1.29 0.93 -0.44  -0.576
3 C -0.98 -0.33 0.16  -0.361
4 C 0.54 -0.64 0.28  -0.356
5 C 1.33 0.52 -0.30  0.010
6 H -1.45 -1.06 -0.50  0.251
7 H 0.64 1.29 -0.70  0.371
8 H -1.28 1.63 0.23  0.321
9 H 0.83 -1.55 -0.26  0.289
10 H 0.87 -0.81 1.32  0.264
11 H -1.47 -0.39 1.14  0.279

---

ORCA calculation (ωB97M-V/def2-TZVPD) on one molecule with the formula C5H8N2.

The total energy is -304.68164 Ha. The energy relative to the best compared isomer or geometry (same formula, charge and spin) is 4.1865 eV.

Each line ends with the Mulliken charge.
Atoms and positions in Å:
1 N 0.38 1.95 -0.23  -0.629
2 N -1.70 1.19 2.47  -0.442
3 C 0.02 0.76 0.51  0.402
4 C -0.34 -1.63 -0.07  -0.542
5 C -0.95 0.98 1.61  0.057
6 C 0.70 -1.24 -1.12  -0.504
7 C -0.68 -0.24 -0.41  -0.395
8 H 0.94 0.36 0.99  0.189
9 H 0.71 2.69 0.39  0.260
10 H -0.45 2.30 -0.71  0.289
11 H 1.71 -1.12 -0.74  0.264
12 H 0.12 -1.83 0.91  0.236
13 H 0.62 -1.81 -2.05  0.339
14 H 0.33 -0.20 -1.50  0.207
15 H -1.03 -2.41 -0.37  0.268

---

ORCA calculation (ωB97M-V/def2-TZVPD) on C24H43HgNP2 as an isolated structure.

The total energy is -1830.67562 Ha.

Each line ends with the Mulliken charge.
Atoms and positions in Å:
1 Hg -1.62 -1.15 -2.72  0.173
2 P 1.36 -2.30 0.07  0.464
3 P 0.41 1.89 0.65  1.057
4 N 1.08 0.73 5.20  0.284
5 C -2.31 0.31 -4.94  -0.677
6 C -0.81 1.45 3.71  0.853
7 C -1.28 0.83 2.53  -0.116
8 C -1.89 -1.09 -5.45  -1.062
9 C 0.05 0.81 -3.87  -0.055
10 C -1.68 2.28 4.49  -0.220
11 C -1.14 -2.07 -4.56  -0.089
12 C 0.21 -2.04 -4.16  -0.258
13 C -1.36 0.85 -3.82  -0.545
14 C 1.38 -0.72 -1.13  0.276
15 C 0.17 -3.52 -0.65  -1.285
16 C 1.39 -0.66 5.33  -0.768
17 C -0.02 -2.26 2.52  -1.067
18 C 2.66 -3.29 -0.83  -1.372
19 C 1.52 3.37 0.39  -1.514
20 C -3.07 2.17 4.34  -0.713
21 C -3.56 1.31 3.33  -0.316
22 C -2.67 0.62 2.44  -0.837
23 C 1.27 -1.22 -4.82  -0.631
24 C -0.96 2.70 -0.30  -1.434
25 C 1.48 0.63 -0.45  -1.708
26 C 0.75 1.49 6.37  -1.098
27 C 0.70 1.27 3.94  -0.715
28 C 0.85 0.26 -5.00  -0.895
29 H 2.31 0.51 0.26  0.434
30 H 0.91 2.56 6.14  0.285
31 H 1.62 -1.67 -5.79  0.356
32 H -3.74 2.79 4.95  0.346
33 H 0.16 -3.33 2.28  0.356
34 H 1.07 0.60 3.14  -0.107
35 H 2.18 -1.27 -4.18  0.338
36 H -0.62 3.14 -1.25  0.397
37 H -1.26 3.00 5.19  0.443
38 H 0.85 -0.64 -2.10  -0.320
39 H 1.21 2.26 3.82  0.172
40 H 2.78 -4.13 -0.09  0.417
41 H 3.58 -2.73 -0.98  0.439
42 H 1.41 1.16 7.19  0.356
43 H -0.86 -3.28 -0.43  0.306
44 H 1.22 3.90 -0.52  0.446
45 H 1.75 -0.85 6.35  0.307
46 H 2.37 -0.89 -1.57  0.258
47 H -3.13 -0.02 1.67  0.471
48 H 0.43 -4.38 0.01  0.501
49 H 0.51 -1.31 5.13  0.269
50 H 1.78 0.83 -5.05  0.450
51 H 2.58 3.10 0.31  0.382
52 H 0.60 -2.98 -3.74  0.340
53 H -4.65 1.20 3.23  0.371
54 H 0.64 1.45 -3.17  0.370
55 H 1.66 1.35 -1.28  0.459
56 H -3.32 0.30 -4.50  0.409
57 H -2.84 -1.55 -5.76  0.319
58 H -0.31 1.34 6.65  0.358
59 H -1.44 -1.00 -6.43  0.347
60 H -1.89 2.11 -0.50  0.293
61 H -2.42 1.05 -5.74  0.363
62 H -1.47 -3.17 -4.57  0.431
63 H 0.36 -3.79 -1.70  0.283
64 H 1.40 4.06 1.23  0.397
65 H -0.91 -1.94 3.06  0.379
66 H -1.78 1.82 -3.43  0.289
67 H -1.20 3.55 0.39  0.409
68 H 0.39 0.44 -5.98  0.267
69 H 2.21 -3.69 -1.78  0.263
70 H 2.17 -0.98 4.61  0.233
71 H 0.80 -1.57 2.32  0.388

---

ORCA calculation (ωB97M-V/def2-TZVPD) on C32H20AuN5O7S as an isolated structure.

The total energy is -2565.35341 Ha. As for the expectation value of S²: 2.011. The energy relative to the best compared isomer or geometry (same formula, charge and spin) is 2.5245 eV. Its multiplicity is 3.

Each line ends with the Mulliken charge.
Atoms and positions in Å:
1 Au -1.93 1.00 0.29  0.665
2 S -2.11 -2.30 3.34  -0.350
3 O 1.42 0.83 -3.30  -0.470
4 O -1.38 2.53 -1.07  -0.944
5 O -2.11 4.89 -0.16  -0.577
6 O 3.89 5.77 -0.46  -0.641
7 O 0.64 0.48 -0.28  0.085
8 O -0.63 5.77 1.12  -0.615
9 O 4.56 4.20 -1.76  -0.635
10 N 0.55 1.47 -2.72  0.095
11 N -2.59 -0.84 1.28  -0.284
12 N 3.71 4.77 -1.12  1.054
13 N -0.97 5.05 0.20  1.065
14 N 0.25 -0.45 0.68  -0.798
15 C 2.97 -1.28 0.76  -0.329
16 C 0.07 4.33 -0.49  -0.294
17 C 2.38 4.22 -1.14  -0.769
18 C -1.83 0.46 3.14  0.764
19 C -2.20 -0.78 2.53  1.047
20 C 4.33 -1.52 0.81  -0.787
21 C 0.85 2.52 -1.92  0.533
22 C -1.25 2.77 2.83  -0.098
23 C -1.54 -2.97 -3.36  -0.496
24 C -3.38 -2.52 -0.35  -0.389
25 C 2.13 3.07 -1.87  0.107
26 C 4.37 -1.72 -1.59  -0.963
27 C 5.03 -1.75 -0.37  -0.417
28 C 1.34 4.86 -0.46  -0.382
29 C -3.61 -3.86 -0.56  -0.551
30 C -1.02 -0.96 -2.17  -0.221
31 C 2.31 -1.26 -0.46  -0.378
32 C 0.00 -1.61 -1.49  0.514
33 C -3.36 -4.81 0.42  -0.592
34 C 0.22 -2.97 -1.73  -0.487
35 C -1.22 1.80 5.04  -0.698
36 C -2.89 -4.43 1.66  -0.602
37 C -1.02 2.88 4.20  -0.691
38 C -0.25 3.10 -1.16  0.515
39 C -1.65 1.57 2.31  -0.424
40 C 0.86 -0.90 -0.50  1.964
41 C -1.78 -1.63 -3.11  -1.376
42 C -1.63 0.59 4.52  -0.837
43 C 3.01 -1.47 -1.64  -0.047
44 C -0.55 -3.64 -2.66  -0.928
45 C -2.88 -2.11 0.88  -0.488
46 C -2.66 -3.08 1.88  0.958
47 H -2.54 -1.10 -3.66  0.450
48 H -3.59 -1.79 -1.12  0.522
49 H 2.92 2.60 -2.44  0.645
50 H -1.04 1.90 6.10  0.399
51 H -0.68 3.83 4.60  0.459
52 H 0.99 -3.48 -1.18  0.588
53 H -2.71 -5.15 2.45  0.432
54 H 4.93 -1.88 -2.50  0.403
55 H -0.37 -4.69 -2.85  0.439
56 H -1.10 3.64 2.22  0.273
57 H 1.54 5.77 0.08  0.608
58 H 2.50 -1.43 -2.58  0.491
59 H -1.79 -0.27 5.15  0.393
60 H -1.20 0.10 -1.99  0.502
61 H 4.85 -1.52 1.76  0.423
62 H 2.40 -1.09 1.67  0.460
63 H -3.54 -5.86 0.22  0.416
64 H -2.13 -3.49 -4.10  0.460
65 H 6.09 -1.94 -0.33  0.415
66 H -4.00 -4.19 -1.51  0.417

---

ORCA calculation (ωB97M-V/def2-TZVPD) on one molecule with the formula C20H19FN6O2.

The total energy is -1352.36557 Ha. The energy relative to the best compared isomer or geometry (same formula, charge and spin) is 3.7456 eV. The structure (SMILES) is Nc1ccc(-c2ccc(F)cc2)nc1NC(=O)N1Cc2cn(C3COC3)nc2C1.

Each line ends with the Mulliken charge.
Atoms and positions in Å:
1 F 8.10 1.87 -0.22  -0.301
2 O -2.34 2.01 -0.58  -0.816
3 O -4.07 -6.52 3.16  -0.397
4 N -4.09 -2.44 1.58  -1.133
5 N -1.36 3.38 -2.62  -0.521
6 N -0.18 1.35 -0.50  -0.013
7 N -3.30 -3.45 2.08  0.720
8 N -1.98 -0.17 -0.14  0.116
9 N 1.82 2.19 -0.97  -0.429
10 C 2.31 3.86 -2.61  -0.725
11 C 6.53 2.66 -1.83  -0.462
12 C 4.44 2.25 -0.03  -0.391
13 C -3.40 -0.45 0.10  -0.360
14 C -1.03 -1.25 0.24  -0.529
15 C 0.51 2.29 -1.27  -0.254
16 C 5.75 2.05 0.37  -0.564
17 C -3.31 -1.77 0.80  0.138
18 C 6.82 2.19 -0.55  0.277
19 C -4.79 -5.50 2.47  -0.512
20 C -3.00 -5.63 3.52  -0.480
21 C 0.00 3.24 -2.23  0.963
22 C -1.99 -2.21 0.89  0.060
23 C -1.96 -3.30 1.69  -0.596
24 C 0.97 4.00 -2.90  -0.755
25 C 5.20 2.99 -2.21  -0.587
26 C -1.53 1.09 -0.50  0.616
27 C 4.13 2.73 -1.32  0.472
28 C -3.86 -4.44 2.99  0.101
29 C 2.73 2.94 -1.62  0.409
30 H -3.84 0.27 0.76  0.318
31 H -4.35 -3.88 3.81  0.310
32 H 0.44 0.61 -0.17  0.269
33 H 5.01 3.42 -3.19  0.297
34 H 3.01 4.54 -3.09  0.349
35 H -4.04 -0.51 -0.80  0.239
36 H 3.71 1.98 0.71  0.381
37 H -1.07 -3.83 2.01  0.410
38 H 5.99 1.60 1.32  0.372
39 H -2.05 -5.88 3.03  0.277
40 H -4.75 -5.58 1.40  0.287
41 H -0.52 -1.68 -0.63  0.259
42 H 7.32 2.79 -2.56  0.391
43 H -1.63 4.25 -3.09  0.230
44 H -0.28 -0.83 0.92  0.402
45 H -5.83 -5.31 2.74  0.287
46 H -2.07 2.96 -1.95  0.253
47 H -2.83 -5.56 4.61  0.249
48 H 0.67 4.70 -3.65  0.372

---

ORCA calculation (ωB97M-V/def2-TZVPD) on a 5-piece molecular cluster, C22H33O12 overall.

The total energy is -1759.70525 Ha. The total charge is -1. The energy relative to the best compared isomer or geometry (same formula, charge and spin) is 37.8433 eV.

Each line ends with the Mulliken charge.
Atoms and positions in Å:
1 O 1.42 0.19 -2.66  -0.584
2 O 3.06 0.24 2.06  -0.390
3 O -2.06 -4.54 -1.61  -0.769
4 O -0.60 2.66 1.34  -0.129
5 O 3.28 -1.56 0.70  -0.626
6 O -1.31 0.40 -1.29  -0.461
7 O 1.25 2.92 2.50  -0.703
8 O 1.04 -1.18 -0.99  0.098
9 O -0.49 -0.91 2.67  -0.776
10 O -3.09 0.96 -0.12  -0.655
11 O -1.25 -2.15 1.10  -0.661
12 O -1.20 -2.59 -2.22  -0.639
13 C -2.03 1.26 -0.62  1.175
14 C 2.24 -3.07 -1.48  -0.804
15 C -1.40 -1.18 -1.89  0.457
16 C -0.03 0.97 -1.63  0.021
17 C -2.06 1.70 2.85  -1.295
18 C -2.05 -3.30 -1.49  0.458
19 C 1.35 -2.39 -0.41  -0.979
20 C -1.84 1.93 1.38  -0.254
21 C 2.96 -0.40 0.89  0.897
22 C -0.67 1.47 3.31  -0.273
23 C 0.12 2.42 2.39  0.986
24 C 2.67 -1.96 -2.45  -0.864
25 C 2.39 0.57 -0.21  -0.726
26 C 0.02 2.18 -0.76  -0.641
27 C -2.90 -2.37 -0.57  -0.304
28 C -0.57 -1.20 1.49  -0.446
29 C -1.43 2.58 -0.66  -1.163
30 C 1.61 -0.89 -2.13  -0.190
31 C 0.15 -0.34 0.50  0.977
32 C 1.73 1.58 0.72  0.568
33 C -2.87 -1.12 -1.40  -0.596
34 C 2.62 1.53 2.00  -0.588
35 H 0.03 0.71 0.78  0.565
36 H -1.72 3.15 0.22  0.876
37 H 0.71 1.26 0.96  -2.483
38 H -1.76 1.00 0.81  0.057
39 H -2.64 0.80 3.05  0.435
40 H -0.36 0.44 3.11  0.054
41 H 3.08 -3.59 -1.03  0.399
42 H 3.65 -1.54 -2.24  0.295
43 H 0.68 2.92 -1.20  0.882
44 H 0.55 -3.09 -0.17  0.291
45 H 0.34 1.85 0.23  -0.305
46 H 3.54 2.13 1.97  0.198
47 H -0.26 -0.32 -0.51  0.621
48 H 1.57 2.56 0.27  0.879
49 H 0.07 1.11 -2.71  0.712
50 H 1.63 0.09 -0.83  -0.341
51 H -0.69 -0.90 -1.12  0.242
52 H -0.67 1.63 4.39  0.569
53 H -3.05 -0.21 -0.84  -0.112
54 H 1.22 -0.55 0.38  -0.690
55 H -3.92 -2.71 -0.40  0.551
56 H -2.65 2.44 3.39  0.292
57 H 0.84 0.33 -1.48  0.457
58 H -1.33 -0.64 -2.84  0.358
59 H 3.17 0.93 -0.88  0.393
60 H -2.63 2.49 0.89  0.636
61 H 1.93 -2.13 0.48  0.823
62 H 2.71 -2.33 -3.48  0.443
63 H -2.37 -2.19 0.36  -0.055
64 H -3.52 -1.24 -2.27  0.508
65 H -1.79 3.13 -1.52  0.426
66 H 2.06 1.80 2.89  0.508
67 H 1.54 -3.74 -1.99  0.395

---

ORCA calculation (ωB97M-V/def2-TZVPD) on a 13-piece molecular cluster, C44H62O39 overall.

The total energy is -4648.36640 Ha. The energy relative to the best compared isomer or geometry (same formula, charge and spin) is 0.0463 eV.

Each line ends with the Mulliken charge.
Atoms and positions in Å:
1 O -3.55 3.62 -3.74  -0.486
2 O 1.74 -1.84 -0.23  -0.275
3 O -5.14 2.05 -3.47  -0.358
4 O -3.39 1.21 3.38  0.033
5 O 1.28 2.65 3.83  0.177
6 O -1.76 1.54 4.82  -0.453
7 O 3.63 4.64 -3.19  -0.389
8 O -3.40 -2.69 3.93  -0.324
9 O 3.92 3.53 -5.12  -0.537
10 O 8.76 -2.16 -1.70  -0.556
11 O 0.05 -3.01 4.00  -0.056
12 O 0.74 -1.85 5.80  -0.507
13 O -5.06 -1.21 3.85  -0.315
14 O 3.56 2.42 -3.19  -0.110
15 O 1.47 4.63 4.86  -0.564
16 O 4.51 -5.56 -2.78  -0.425
17 O -0.66 2.02 -4.75  -0.458
18 O 0.60 -4.09 5.86  -0.393
19 O -0.33 3.97 -5.83  -0.560
20 O -0.41 -1.99 -4.06  -0.256
21 O 8.07 -0.90 -3.44  -0.360
22 O 0.84 5.38 1.28  -0.362
23 O -2.28 -5.03 -0.47  -0.434
24 O 2.45 2.79 5.72  -0.389
25 O 0.46 -1.95 -6.09  -0.420
26 O 4.11 -3.99 -4.35  -0.588
27 O -3.83 -1.40 5.72  -0.534
28 O -1.76 -1.72 -5.82  -0.584
29 O 1.06 3.33 0.39  -0.410
30 O 3.43 -3.71 -2.22  0.141
31 O 2.99 -0.56 -1.59  -0.310
32 O 6.57 -1.94 -2.16  -0.344
33 O -1.56 -0.11 3.34  -0.214
34 O -0.75 3.85 1.59  0.113
35 O -0.79 -4.22 -1.91  -0.108
36 O -0.19 3.87 -3.59  -0.453
37 O 1.31 0.32 -0.42  0.336
38 O -0.13 -4.77 0.16  -0.441
39 O -3.85 2.59 -1.74  -0.237
40 C -2.77 2.42 5.28  -0.652
41 C -0.98 -4.69 -0.67  0.567
42 C -3.74 -2.61 2.57  0.690
43 C 2.54 -0.91 -5.43  -1.112
44 C 3.48 4.29 -1.81  -0.262
45 C 2.50 1.41 5.37  -0.487
46 C -1.19 4.99 2.34  -0.197
47 C -0.48 7.33 1.68  -1.590
48 C 0.49 -2.88 5.27  0.455
49 C -0.05 5.98 2.26  0.429
50 C 7.90 -1.70 -2.37  0.577
51 C 0.44 4.13 1.01  0.329
52 C 0.40 -0.14 0.57  2.710
53 C -0.69 1.63 -3.37  0.757
54 C 1.46 1.30 4.25  0.648
55 C -2.04 -4.11 -2.59  -0.137
56 C 3.74 3.52 -3.95  0.522
57 C 5.79 -1.22 -3.08  1.504
58 C 0.47 -5.11 4.88  -0.423
59 C -4.49 1.36 -1.39  0.645
60 C -0.06 -4.39 3.65  0.196
61 C 6.82 -0.57 -4.04  -0.262
62 C 2.14 -0.68 -0.77  -0.049
63 C -0.41 2.91 -2.57  1.667
64 C 1.71 3.47 4.82  0.339
65 C -0.97 0.45 0.36  -0.090
66 C -0.39 3.34 -4.83  0.464
67 C -5.27 -0.90 1.47  -1.031
68 C -4.08 -1.73 4.61  0.544
69 C 1.61 -2.10 -5.22  0.748
70 C -5.62 1.27 -2.38  -0.357
71 C 0.99 -2.14 -3.82  1.082
72 C -0.67 -1.85 -5.38  0.446
73 C -3.86 2.28 4.20  0.670
74 C 3.61 2.75 -1.80  0.511
75 C -3.08 -4.49 -1.52  -0.088
76 C -2.18 0.80 3.80  0.297
77 C 4.02 -4.37 -3.22  0.453
78 C 4.09 -5.81 -1.46  -0.389
79 C -5.26 2.09 4.71  -1.677
80 C 0.50 -1.65 0.43  0.417
81 C -4.14 2.87 -3.05  0.536
82 C -5.11 -1.90 2.59  0.170
83 C 3.48 -4.48 -0.99  0.342
84 H 2.14 -3.01 -5.46  0.352
85 H 3.50 1.07 5.10  0.278
86 H -1.21 7.83 2.32  0.375
87 H -5.31 1.17 5.31  0.350
88 H 0.79 0.17 1.54  -1.597
89 H -3.85 -3.54 2.02  0.445
90 H -3.85 3.16 3.55  0.097
91 H -1.48 4.71 3.36  -0.124
92 H 2.67 2.42 -1.36  -0.680
93 H -1.25 0.26 -0.69  0.184
94 H 2.48 -0.51 -6.44  0.460
95 H -0.33 -2.02 -0.19  -0.352
96 H -5.72 0.25 -2.76  0.307
97 H 2.47 4.57 -1.52  0.158
98 H -4.36 -0.30 1.36  -0.076
99 H 0.45 -2.15 1.40  -0.286
100 H 0.50 6.11 3.19  0.277
101 H -5.56 2.91 5.36  0.449
102 H -5.95 -2.60 2.59  0.359
103 H -5.29 -1.50 0.55  0.415
104 H 2.38 -0.14 -4.67  0.160
105 H 4.99 -6.01 -0.87  0.340
106 H -3.58 -3.60 -1.14  -0.037
107 H 3.40 -6.64 -1.30  0.293
108 H 0.39 7.95 1.49  0.388
109 H 4.52 2.38 -1.34  0.443
110 H 6.70 -0.92 -5.06  0.258
111 H -1.78 -0.03 0.91  -0.481
112 H -3.76 0.54 -1.39  -0.118
113 H -0.17 -5.92 5.23  0.318
114 H 2.21 0.76 6.19  0.327
115 H 1.84 0.65 3.45  -0.051
116 H -3.04 -1.96 2.04  -0.712
117 H -5.98 2.05 3.90  0.320
118 H -3.83 -5.18 -1.89  0.392
119 H -3.16 2.14 6.26  0.368
120 H 2.42 -4.47 -0.74  -0.247
121 H 5.18 -1.86 -3.72  -0.662
122 H 0.54 0.88 4.64  -0.251
123 H -4.84 1.47 -0.36  -0.118
124 H 3.57 -1.24 -5.32  0.088
125 H -6.59 1.63 -2.04  0.272
126 H 4.05 -3.97 -0.22  0.166
127 H 0.52 2.72 -2.02  -0.974
128 H -2.07 -4.77 -3.46  0.337
129 H -0.97 1.53 0.51  -0.416
130 H -2.16 -3.11 -3.01  0.039
131 H -1.64 1.11 -3.21  0.067
132 H -1.19 3.13 -1.85  0.021
133 H 0.50 -4.56 2.73  0.061
134 H -1.10 -4.59 3.41  0.098
135 H -2.38 3.43 5.30  0.317
136 H 1.44 -5.60 4.71  0.256
137 H -0.96 7.10 0.72  0.383
138 H 1.43 -1.39 -3.17  -0.967
139 H 4.19 4.80 -1.16  0.305
140 H -2.11 5.34 1.86  0.359
141 H -6.19 -0.31 1.46  0.525
142 H 6.75 0.51 -4.08  0.253
143 H 0.12 0.91 -3.25  -0.511
144 H 1.14 -3.06 -3.24  -0.130
145 H 5.08 -0.51 -2.67  -0.369

---

ORCA calculation (ωB97M-V/def2-TZVPD) on a 3-piece molecular cluster, C3H13NO2S2 overall.

The total energy is -1123.68898 Ha. The energy relative to the best compared isomer or geometry (same formula, charge and spin) is 0.6894 eV. The structure (SMILES) is CSSCCN.O.O.

Each line ends with the Mulliken charge.
Atoms and positions in Å:
1 S -0.07 3.20 -0.63  -0.041
2 S -1.53 1.92 -0.27  -0.130
3 O 0.54 -4.27 0.32  -0.660
4 O 2.38 -2.34 -3.01  -0.647
5 N -0.26 -1.05 -0.69  -0.568
6 C -1.32 -0.78 0.31  -0.646
7 C 0.33 3.98 0.97  -0.802
8 C -1.16 0.60 0.95  -0.668
9 H -0.16 0.68 1.38  0.387
10 H 1.97 -2.85 -2.31  0.341
11 H 0.63 -0.68 -0.34  0.240
12 H 0.08 5.04 0.93  0.323
13 H -0.45 -0.37 -1.42  0.287
14 H 0.02 -3.50 0.07  0.325
15 H 1.19 -3.88 0.91  0.324
16 H -1.15 -1.49 1.13  0.321
17 H -2.30 -0.96 -0.11  0.356
18 H -0.27 3.56 1.76  0.268
19 H -1.86 0.80 1.76  0.399
20 H 1.99 -1.47 -2.88  0.314
21 H 1.39 3.85 1.18  0.277